[1]
Here is a single C16H19NO3S molecule in a non-equilibrium geometry from the OMol25 dataset. Energies are from ωB97M-V/def2-TZVPD.

The highest occupied orbital energy is -7.54 eV. The total energy is -35356.2719 eV. The frontier orbital gap comes out at 0.282 Eh. As for the SMILES: CCc1c(C)nc2c(OC)cccc2c1SCCC(=O)O.

Structure (ORCA input):
```
! wB97M-V def2-TZVPD RIJCOSX def2/J DEFGRID3
* xyz 0 1
C 0.4959 3.8980 1.3659
C 0.6605 3.0051 -0.2111
C -0.0973 1.7567 0.0291
C -1.4073 1.6801 -0.5605
C -2.2452 2.8142 -0.8694
N -2.0171 0.6498 -0.3283
C -1.4178 -0.7080 0.0269
C -2.2922 -1.6437 0.1214
O -3.4850 -1.6240 -0.1253
C -4.3066 -2.8262 -0.2645
C -1.6514 -2.6603 0.7766
C -0.2332 -2.8596 1.2156
C 0.4157 -1.6443 1.0549
C -0.1166 -0.4845 0.4715
C 0.5040 0.5963 0.6251
S 2.3701 0.9498 0.8829
C 2.9715 0.4516 -0.6310
C 2.8552 -0.9665 -1.1754
C 3.6542 -1.8273 -0.5303
O 4.6588 -1.7471 -0.0630
O 3.1038 -3.1089 -0.4791
H 1.0629 3.3102 2.0732
H -0.4518 4.1064 1.4869
H 0.9625 4.8492 1.2238
H 0.2120 3.8371 -0.8491
H 1.5893 3.1840 -0.1326
H -1.6929 3.0313 -1.8740
H -3.2251 2.4570 -1.1128
H -2.0976 3.7864 -0.3601
H -3.9607 -3.5476 -0.6106
H -4.4047 -3.0411 0.9161
H -5.2865 -2.4819 -0.4168
H -2.1349 -3.6194 0.5935
H 0.2405 -3.6853 1.6414
H 1.4904 -1.8194 1.5230
H 2.6521 1.2237 -1.6027
H 4.1155 0.6937 -0.3471
H 3.1004 -1.0578 -2.2899
H 1.8109 -1.0106 -1.1551
H 3.5976 -3.9169 -0.0393
*
```

Now the Löwdin charges, all in e: number 1, C, carries 0.01; number 2, C, carries -0.13; number 3, C, carries -0.16; number 4, C, carries -0.40; number 5, C, carries -0.03; number 6, N, carries 0.20; number 7, C, carries -0.05; number 8, C, carries -0.44; number 9, O, carries 0.03; number 10, C, carries 0.06; number 11, C, carries 0.02; number 12, C, carries 0.01; number 13, C, carries -0.07; number 14, C, carries -0.27; number 15, C, carries -0.30; number 16, S, carries 0.97; number 17, C, carries -0.55; number 18, C, carries -0.18; number 19, C, carries -0.69; number 20, O, carries 0.21; number 21, O, carries 0.02; number 22, H, carries 0.05; number 23, H, carries -0.02; number 24, H, carries 0.05; number 25, H, carries 0.12; number 26, H, carries -0.03; number 27, H, carries 0.12; number 28, H, carries 0.08; number 29, H, carries 0.09; number 30, H, carries -0.04; number 31, H, carries 0.16; number 32, H, carries 0.09; number 33, H, carries 0.10; number 34, H, carries 0.08; number 35, H, carries 0.14; number 36, H, carries 0.16; number 37, H, carries 0.11; number 38, H, carries 0.19; number 39, H, carries 0.10; number 40, H, carries 0.18

[2]
Here is a molecular structure, C13H18ClF3FeN2O9S in a non-equilibrium geometry from the OMol25 dataset. Energies are from ωB97M-V/def2-TZVPD.

The highest occupied orbital energy (spin up / spin down) is -9.45 / -9.13 eV. The total energy is -101069.7543 eV. The frontier orbital gap (spin up / spin down) comes out at 0.331 / 0.315 Eh.

Structure (ORCA input):
```
! wB97M-V def2-TZVPD RIJCOSX def2/J DEFGRID3
* xyz 0 5
Fe 0.2057 0.2408 0.5675
Cl 3.4421 1.7414 1.3372
O 3.5738 0.6932 2.3316
O 4.4847 1.6120 0.3859
O 2.1424 1.6640 0.6761
O 3.5115 2.9923 2.0076
C -1.4585 -3.7799 0.7783
F -0.5032 -3.9777 1.6621
F -0.9960 -3.9568 -0.4732
F -2.4093 -4.6426 1.0122
S -2.3087 -2.0348 0.9134
O -3.4499 -2.0163 -0.0165
O -2.7231 -1.8705 2.3163
O -1.2440 -1.0569 0.6100
N 1.1043 -0.8522 -1.0023
C 1.6028 -2.1370 -0.8913
C 1.9339 -2.9487 -2.0036
C 1.9802 -2.3617 -3.3016
C 1.6847 -1.0105 -3.4285
C 1.3718 -0.3222 -2.2623
H 1.5420 -2.5988 0.0831
H 2.1749 -3.9991 -1.9338
H 2.3976 -2.8899 -4.1461
H 1.8146 -0.4902 -4.3660
H 1.3077 0.7328 -2.4845
N -0.8028 1.4358 -0.9191
C -0.7117 2.8567 -1.1582
C -1.5948 3.6556 -1.9162
C -2.5096 2.9245 -2.6977
C -2.5462 1.5912 -2.6487
C -1.6521 0.8643 -1.8271
H 0.0379 3.4107 -0.6127
H -1.4108 4.7068 -2.0820
H -3.1321 3.4692 -3.3921
H -3.3055 1.1725 -3.2925
H -1.8545 -0.1962 -1.8569
C 0.4805 -1.2189 3.4834
O 1.0097 -0.9493 2.2256
H 0.0251 -2.2089 3.5055
H 1.3310 -1.2238 4.1652
H -0.2225 -0.4440 3.7891
H 1.8515 -1.3969 2.3381
C -0.9163 2.7543 2.4568
O -0.7776 1.4413 1.9668
H -0.9310 2.9053 3.5362
H -0.1078 3.4186 2.1515
H -1.8409 3.1982 2.0879
H -1.6011 1.1024 2.3253
*
```

Now the Löwdin charges, all in e: number 1, Fe, carries 0.77; number 2, Cl, carries 0.64; number 3, O, carries -0.36; number 4, O, carries -0.32; number 5, O, carries -0.42; number 6, O, carries -0.33; number 7, C, carries -0.66; number 8, F, carries 0.15; number 9, F, carries 0.12; number 10, F, carries 0.16; number 11, S, carries 0.58; number 12, O, carries -0.30; number 13, O, carries -0.32; number 14, O, carries -0.41; number 15, N, carries 0.02; number 16, C, carries -0.08; number 17, C, carries -0.03; number 18, C, carries -0.04; number 19, C, carries -0.06; number 20, C, carries -0.10; number 21, H, carries 0.10; number 22, H, carries 0.10; number 23, H, carries 0.11; number 24, H, carries 0.11; number 25, H, carries 0.11; number 26, N, carries 0.02; number 27, C, carries -0.06; number 28, C, carries -0.03; number 29, C, carries -0.09; number 30, C, carries -0.06; number 31, C, carries -0.09; number 32, H, carries 0.10; number 33, H, carries 0.11; number 34, H, carries 0.11; number 35, H, carries 0.12; number 36, H, carries 0.11; number 37, C, carries -0.11; number 38, O, carries -0.17; number 39, H, carries 0.08; number 40, H, carries 0.10; number 41, H, carries 0.09; number 42, H, carries 0.10; number 43, C, carries -0.11; number 44, O, carries -0.16; number 45, H, carries 0.09; number 46, H, carries 0.09; number 47, H, carries 0.09; number 48, H, carries 0.11